This record from the Open Molecules 2025 dataset describes a molecular structure, C31H37AuClN3O6. The level of theory is the ωB97M-V functional and the def2-TZVPD basis.

The geometry in XYZ format:
```
79
Properties=species:S:1:pos:R:3:forces:R:3:mulliken_charge:R:1
Au 0.1667 -0.0552 0.3038 -0.16 0.12 -0.45 0.601
C -4.3427 -2.6404 2.6722 -0.06 -0.01 0.01 -1.729
C -2.8510 -2.5807 2.3425 0.03 0.05 -0.06 1.510
C -2.0133 -3.2668 3.4203 0.00 -0.05 0.02 -1.603
C -2.5754 -3.1608 0.9701 0.01 -0.04 0.03 0.694
C -2.7725 -4.5194 0.7414 0.02 -0.01 -0.03 -0.337
C -2.5059 -5.0921 -0.4917 -0.01 0.05 0.01 -1.340
C -2.0321 -4.2937 -1.5234 0.01 0.00 0.00 -0.459
C -1.8329 -2.9307 -1.3368 -0.02 -0.04 -0.09 0.587
C -1.3688 -2.0345 -2.4676 0.03 0.02 0.05 2.097
C -2.5685 -1.3484 -3.1261 -0.03 -0.01 -0.04 -1.435
C -0.5153 -2.7483 -3.5115 -0.01 -0.01 -0.05 -1.953
C -2.1097 -2.3613 -0.0832 0.07 0.07 0.12 -0.679
N -1.8579 -0.9827 0.1033 0.04 0.02 0.09 0.663
C -2.9309 -0.1837 0.1453 0.01 0.26 -0.04 0.522
O -4.1242 -0.5224 0.0881 -0.03 -0.09 0.00 -0.773
C -2.6144 1.3042 0.2779 0.05 -0.12 0.02 -0.277
C -3.4180 2.2161 0.9462 0.01 0.00 0.02 -0.916
C -2.9104 3.4961 1.1442 0.00 0.03 0.02 -0.340
C -1.6214 3.8216 0.7329 -0.04 -0.05 0.01 -0.867
C -0.8952 2.8385 0.0777 0.15 -0.03 0.01 -0.084
N -1.4412 1.6717 -0.2011 0.03 -0.10 -0.05 -0.210
C 0.5925 2.9480 -0.2440 -0.22 0.12 0.09 0.484
O 1.0626 4.0743 -0.4685 0.10 -0.01 -0.07 -0.783
N 1.2588 1.7866 -0.2139 0.00 -0.18 0.16 0.463
C 2.6299 1.8245 -0.5459 -0.01 0.01 0.12 -1.001
C 3.0343 2.0065 -1.8771 0.03 -0.07 -0.07 0.636
C 4.3903 1.9797 -2.1845 0.00 0.01 0.00 -0.259
C 5.3470 1.7740 -1.2026 -0.05 0.01 0.01 -1.549
C 4.9367 1.5952 0.1098 -0.01 -0.03 -0.02 -0.359
C 3.5909 1.6217 0.4587 0.04 0.04 0.02 1.198
C 3.1839 1.4245 1.9057 -0.04 0.02 -0.04 1.570
C 3.4964 0.0044 2.3763 0.02 -0.05 -0.03 -1.421
C 3.8311 2.4602 2.8240 0.02 0.03 0.04 -1.746
C 2.0177 2.1831 -2.9882 -0.04 -0.03 0.04 0.951
C 2.1382 1.0721 -4.0336 0.02 0.00 -0.03 -1.536
C 2.1250 3.5664 -3.6285 0.03 -0.01 -0.03 -1.611
H -4.5319 -2.1737 3.6426 0.01 0.01 0.00 0.412
H -4.6969 -3.6764 2.7220 0.02 -0.01 0.00 0.317
H -4.9177 -2.1119 1.9115 0.01 0.00 -0.01 0.357
H -2.5539 -1.5337 2.3269 0.02 0.01 0.03 -0.286
H -2.2475 -4.3354 3.4834 0.00 0.01 0.02 0.355
H -2.2087 -2.8107 4.3923 -0.01 0.03 0.00 0.382
H -0.9487 -3.1500 3.2174 -0.01 0.01 -0.03 0.328
H -3.1345 -5.1407 1.5541 0.00 -0.01 -0.01 0.284
H -2.6599 -6.1540 -0.6482 0.00 -0.01 0.00 0.338
H -1.8137 -4.7403 -2.4867 -0.01 -0.01 0.00 0.218
H -0.7595 -1.2464 -2.0167 0.02 -0.02 0.02 -0.669
H -3.2020 -2.0923 -3.6211 0.00 0.00 0.00 0.357
H -2.2378 -0.6247 -3.8768 0.01 0.00 0.00 0.311
H -3.1794 -0.8293 -2.3883 0.00 -0.01 0.01 0.338
H -1.1072 -3.4429 -4.1159 0.00 0.00 0.01 0.379
H 0.2972 -3.3115 -3.0489 0.01 0.01 0.02 0.432
H -0.0752 -2.0174 -4.1943 -0.01 0.00 0.00 0.398
H -4.3801 1.9062 1.3300 0.00 0.01 0.00 0.455
H -3.5000 4.2279 1.6849 -0.01 0.00 -0.01 0.353
H -1.1648 4.7777 0.9467 -0.01 0.01 0.01 0.444
H 4.7013 2.1180 -3.2154 0.01 0.00 0.00 0.276
H 6.4006 1.7512 -1.4577 0.01 0.00 0.00 0.331
H 5.6758 1.4314 0.8871 0.01 0.00 -0.01 0.290
H 2.1067 1.5638 1.9775 -0.03 -0.02 -0.03 -0.494
H 4.5783 -0.1743 2.3850 -0.01 0.00 0.00 0.355
H 3.0311 -0.7333 1.7189 -0.01 0.02 0.00 0.231
H 3.1002 -0.1615 3.3784 0.00 0.01 0.04 0.381
H 4.9205 2.3514 2.8530 0.00 -0.01 0.00 0.314
H 3.4516 2.3411 3.8411 -0.01 -0.01 0.00 0.444
H 3.6017 3.4745 2.4913 -0.01 -0.01 -0.02 0.376
H 1.0291 2.0945 -2.5383 0.00 0.01 0.00 0.071
H 3.0979 1.1183 -4.5565 0.00 0.00 0.00 0.296
H 1.3454 1.1618 -4.7815 0.00 0.01 0.00 0.430
H 2.0563 0.0881 -3.5684 -0.01 0.01 0.02 0.352
H 3.1129 3.7068 -4.0795 -0.01 0.02 0.00 0.287
H 1.9671 4.3372 -2.8750 0.01 0.00 0.02 0.358
H 1.3761 3.6860 -4.4172 -0.01 0.00 0.01 0.436
O 0.5128 0.2165 5.1841 -0.06 0.00 -0.08 -0.779
Cl -0.2088 0.2782 3.9297 -0.04 -0.04 -0.28 1.764
O -1.6246 0.0748 4.1669 0.28 0.03 -0.01 -0.715
O 0.0005 1.5729 3.3095 -0.06 -0.25 0.14 -0.662
O 0.2892 -0.7663 3.0397 -0.13 0.26 0.33 -0.555
```
Positions in Å, forces in eV/Å.

## Properties
Kohn-Sham gap = 6.775 eV
E_HOMO = -0.0809 Ha
Net charge = -2
LUMO energy = 4.573 eV